Entry from OMol25: 3 unconnected molecules or ions with the total composition C21H28ClNO9S in a non-equilibrium geometry (ωB97M-V/def2-TZVPD).

Geometry (Å):
C1 -1.97383 -6.94178 0.04414
C2 -2.41326 -6.04579 -1.24774
C3 -1.72058 -4.61257 -1.04708
C4 -1.91653 -3.58254 -2.26253
C5 -2.55010 -2.14779 -1.81550
C6 -3.73351 -2.19700 -0.69114
C7 -3.46045 -1.26541 0.58447
C8 -4.88278 -1.17871 1.38437
Cl1 -4.99877 0.26393 2.50498
O1 -3.38295 -1.86675 -3.01803
C9 -3.47711 -0.42530 -3.15911
O2 -4.11549 0.18679 -4.02992
O3 -2.64467 0.18663 -2.12620
C10 -1.64598 -0.84365 -1.92532
S1 -0.72611 -0.78214 -3.58665
C11 -0.43585 -0.59759 -0.90781
C12 -0.04902 -1.57774 0.21318
C13 1.14838 -1.41204 1.20347
C14 1.91989 -0.05978 0.95243
C15 1.36408 0.81621 -0.18812
N1 0.29776 0.61105 -1.08941
H1 -0.88876 -7.32859 -0.06180
H2 -2.72973 -7.77202 0.24167
H3 -1.95521 -6.28564 0.99933
H4 -3.55516 -5.92630 -1.15214
H5 -2.08152 -6.54264 -2.21845
H6 -0.58120 -4.81472 -0.96918
H7 -2.03299 -4.21982 -0.01921
H8 -0.93226 -3.47804 -2.82654
H9 -2.67257 -4.04752 -3.00394
H10 -3.96086 -3.25251 -0.32475
H11 -4.71323 -1.81151 -1.17023
H12 -3.18209 -0.18526 0.34853
H13 -2.71477 -1.69175 1.33827
H14 -5.76812 -1.23470 0.64163
H15 -4.96750 -2.13553 2.01936
H16 -0.22808 0.50319 -3.72782
H17 -0.69503 -2.51967 0.33758
H18 1.44083 -2.16094 2.00471
H19 2.82392 0.25348 1.59460
H20 1.92672 1.81664 -0.32482
C16 0.34324 5.27191 1.86570
C17 0.73587 4.87118 0.47730
O4 2.02018 4.28878 0.66184
C18 2.08564 3.87030 1.95778
O5 2.96444 3.18684 2.40485
O6 1.02628 4.32681 2.67696
H21 -0.73418 5.21568 2.02720
H22 0.68958 6.27638 2.12566
H23 0.06457 4.11904 0.05232
H24 0.78950 5.72269 -0.20256
C19 7.17385 4.06914 1.22157
C20 5.79418 4.59678 1.47220
O7 6.00920 5.99181 1.63846
C21 7.17148 6.29698 0.99835
O8 7.56139 7.41188 0.80038
O9 7.83232 5.17075 0.61130
H25 7.17485 3.20109 0.56055
H26 7.69845 3.81188 2.14648
H27 5.12545 4.44097 0.62062
H28 5.33822 4.16491 2.36382

- Frontier orbital gap: 0.3206 Ha

natural (NBO) population analysis, charges in e, atoms 1 to 4: C -0.624; C -0.403; C -0.421; C -0.446